Formula: C16H14ClN3OS
Source: the OMol25 dataset
Level of theory: ωB97M-V/def2-TZVPD

As for the relative energy (zero: lowest compared OMol25 entry of this formula, charge and spin): 1.70 kJ/mol. The calculation puts the HOMO-LUMO gap at 0.3347 hartree. The spin multiplicity is 1. For the HOMO energy, the calculation gives -9.1 eV. Its LUMO energy is -0.0408 eV. As for the SMILES: N#CCCCSC1=C(C#N)[C@H](c2ccccc2Cl)CC(=O)N1.

```
36
Properties=species:S:1:pos:R:3:forces:R:3
N 3.7579 5.3096 -1.6120 0.4 0.5 -0.2
C 3.0983 4.4609 -1.2252 0.0 0.0 -0.1
C 2.2711 3.3930 -0.7227 -0.3 -0.3 0.3
C 2.2264 3.4105 0.8096 -0.2 -0.1 -0.1
C 1.3715 2.2805 1.3619 -0.3 0.0 0.1
S -0.3855 2.5606 0.9139 0.0 -0.1 0.1
C -1.0691 0.9427 0.7639 0.5 -0.1 0.5
C -0.6867 -0.1813 1.4133 -0.8 0.0 -0.8
C 0.2841 -0.2386 2.4174 0.4 0.2 0.5
N 1.0496 -0.3404 3.2693 0.2 0.0 0.2
C -1.3622 -1.4913 1.0629 0.0 0.1 0.0
C -0.6955 -2.1980 -0.0995 0.0 -0.2 0.1
C 0.0395 -1.5228 -1.0650 0.0 0.0 0.0
C 0.6145 -2.1897 -2.1320 0.0 0.0 -0.1
C 0.4644 -3.5591 -2.2542 0.0 0.0 0.0
C -0.2634 -4.2560 -1.3071 0.0 -0.1 0.0
C -0.8367 -3.5772 -0.2450 0.1 0.1 -0.2
Cl -1.7453 -4.4923 0.9137 -0.1 -0.1 0.1
C -2.8403 -1.2260 0.7524 -0.1 -0.2 0.0
C -3.0215 -0.1221 -0.2603 -0.3 -0.4 0.1
O -3.8908 -0.0779 -1.0930 -0.1 0.0 -0.1
N -2.1126 0.9040 -0.1382 0.2 0.7 -0.1
H 1.2633 3.5169 -1.1300 0.1 -0.1 0.0
H 2.6795 2.4427 -1.0801 -0.1 0.0 0.0
H 1.8346 4.3706 1.1530 0.1 0.0 0.0
H 3.2380 3.2989 1.2068 -0.1 0.1 0.0
H 1.4419 2.2369 2.4476 0.1 -0.1 -0.1
H 1.6650 1.3192 0.9415 0.1 0.0 0.1
H -1.3035 -2.1534 1.9332 -0.1 0.2 -0.1
H 0.1694 -0.4539 -0.9855 0.0 0.1 0.1
H 1.1786 -1.6374 -2.8680 0.0 0.0 -0.1
H 0.9102 -4.0862 -3.0832 0.0 -0.1 -0.1
H -0.3911 -5.3241 -1.3876 0.0 -0.1 0.0
H -3.3305 -2.1271 0.3846 0.0 0.1 0.0
H -3.3563 -0.9095 1.6648 0.0 0.0 0.0
H -2.2668 1.7173 -0.7212 0.0 -0.2 0.0
```
Forces are in eV/Å.

Formula: C4H8N2S
Source: the OMol25 dataset
Level of theory: ωB97M-V/def2-TZVPD

As for the relative energy (zero: lowest compared OMol25 entry of this formula, charge and spin): 543.67 kJ/mol. The calculation puts the HOMO-LUMO gap at 0.3242 hartree. The spin multiplicity is 1. For the HOMO energy, the calculation gives -8.0 eV. Its LUMO energy is 0.8043 eV. As for the SMILES: C=NN[C@H]1C[C@@H]1S.

```
15
Properties=species:S:1:pos:R:3:forces:R:3
C -2.4881 0.1934 -0.7547 3.2 -2.8 2.1
N -1.9782 -0.5885 0.3326 -7.2 3.3 -4.5
N -0.8464 -1.1416 0.1659 3.7 0.2 -0.9
C 0.1637 -0.2355 -0.3000 0.8 -0.9 0.1
C 0.6570 0.8979 0.6146 -1.0 1.2 1.2
C 1.4868 -0.3567 0.4964 0.0 1.2 -3.2
S 3.1416 -0.4181 -0.4383 -1.0 2.2 2.3
H -1.9598 0.3680 -1.8144 -0.9 -0.4 2.7
H -3.5032 0.5422 -0.7083 0.0 0.1 0.6
H -0.5656 -1.9759 0.6382 -0.4 0.1 0.9
H -0.0287 -0.1205 -1.3933 1.5 0.6 1.0
H 0.8747 1.8018 -0.0084 0.3 -0.9 0.8
H 0.2376 1.1845 1.7229 0.7 -1.0 -3.1
H 1.2153 -0.9941 1.2953 1.0 -0.9 0.9
H 3.5934 0.8431 0.1516 -0.6 -2.1 -1.0
```
Forces are in eV/Å.